# 1
Density functional theory data (wB97M-V/def2-TZVPD) for 7 unconnected molecules or ions with the total composition C41H90F3N6O6S in a non-equilibrium geometry.

XYZ file:
```
147
C41H90F3N6O6S wB97M-V/def2-TZVPD
C 18.3310 -4.5744 14.8120
H 14.5544 2.8574 10.2106
H 13.7250 -1.0572 19.0095
C 14.7209 -8.8248 6.3640
H 16.7968 -8.6772 11.4380
H 8.4063 1.2050 13.1283
C 15.8453 -2.4805 18.2044
C 14.1093 -3.8011 17.0703
C 9.2615 0.7590 13.6546
H 14.1865 3.2978 11.8615
C 21.1284 -5.1844 15.8657
O 16.0876 -0.9679 11.9648
C 16.0340 2.1299 11.6277
H 22.5433 -3.0490 14.7740
H 14.9437 -4.2378 16.5152
C 22.3067 -4.8879 16.7438
H 16.3931 1.3686 10.9457
H 17.8325 -2.6664 15.6531
N 14.4846 -2.4269 17.5616
H 14.6563 -9.9041 6.5531
H 15.6452 -2.6933 19.2563
C 17.6935 2.4180 13.3964
H 12.0373 -3.7047 16.5263
H 20.4753 -2.9981 16.7120
H 17.8408 -1.6376 19.8985
N 15.6368 -7.7266 9.9723
H 16.6474 -6.0769 8.9353
C 17.9472 -1.2495 18.8806
C 22.8241 -6.1528 17.4445
H 13.9558 -6.5950 10.5339
F 15.7668 -0.0986 9.3244
H 13.1173 -1.1757 8.5386
H 10.6668 1.9236 12.5589
C 12.4163 0.8771 10.4599
C 18.2099 2.9392 9.6360
C 13.2036 -2.1217 10.5802
O 17.5215 -1.7728 13.3550
C 13.0058 -3.5825 16.0351
H 16.8211 2.5035 14.0374
H 18.3734 -3.8010 16.8602
H 12.5695 1.4088 11.3948
H 16.1922 4.5799 10.0785
H 18.4060 -0.2751 19.0388
H 12.3224 -2.7005 8.6323
H 11.7686 -1.7890 12.2745
H 16.8543 -0.9885 17.0794
C 15.8272 -0.0469 7.9712
H 13.1015 -3.1775 10.8462
O 15.1738 1.3446 5.8861
S 14.7422 1.2655 7.2459
H 15.8157 -5.8755 12.6607
C 14.8232 -8.1217 8.7536
O 15.6022 -2.7558 13.0630
H 18.1013 -5.5627 15.2279
C 10.3247 0.0870 11.5096
H 12.3111 -1.5468 15.5739
H 19.5939 1.3978 9.0029
H 12.5361 -1.8491 18.0346
H 22.1959 -4.3312 13.5229
H 13.3090 -2.7868 19.3194
H 14.2805 -1.9669 10.5707
C 15.0107 3.1525 11.1566
H 12.9814 -4.3319 15.2471
H 23.1041 -4.3588 16.2262
C 17.1619 -6.1307 10.9633
H 14.3672 -0.5619 16.5542
H 19.5591 -3.9431 13.1612
C 15.5588 -8.1266 7.4417
H 16.5416 4.5590 13.1309
H 15.6642 1.6188 12.5138
N 11.5849 -0.2950 10.8117
H 15.4218 -9.6766 10.9700
C 14.3965 -1.6165 16.2958
H 16.8111 -9.4181 9.8410
H 15.1674 5.3630 11.2220
H 13.1478 -0.6913 12.2063
H 23.3765 -6.7768 16.7414
H 21.4221 -2.7386 13.4508
C 18.5461 -3.4690 15.8336
C 19.3483 2.4307 8.7524
C 14.8153 -6.9910 11.0621
H 20.2322 3.0646 8.7953
C 13.2073 -2.1631 15.5000
H 14.4457 -9.1134 9.0121
H 20.0907 -2.0482 15.2008
H 13.3558 0.6977 9.9460
H 15.9970 -0.3289 18.3485
C 16.8672 4.3659 12.1120
C 18.4492 2.5993 11.0856
C 16.8130 -6.8738 9.6624
H 17.5964 -7.4686 9.1997
O 13.3914 0.7653 7.4622
C 19.6256 -4.6082 14.0230
H 13.9165 -7.5218 8.6763
C 19.9930 -2.9839 15.7413
C 11.2498 -1.1460 9.6027
C 10.5110 0.8688 12.7991
H 15.2916 -1.8776 15.7282
H 22.0220 -6.6458 17.9938
H 23.5562 -5.9387 18.2251
H 11.4061 0.5822 13.3604
H 9.7746 -0.8331 11.7077
H 20.2508 -5.4781 16.4447
N 17.2953 2.9010 12.0344
H 8.9054 -0.2610 13.8155
H 16.5232 -8.6334 7.4283
H 10.5632 -1.9128 9.9578
H 18.6369 1.5509 11.3217
H 21.2832 -6.0407 15.2033
C 12.5615 -1.8164 9.2255
H 19.3046 3.1649 11.4687
H 14.5487 -7.7403 11.7984
H 9.7630 0.6586 10.7697
H 17.7193 1.3231 13.2815
H 17.3200 2.4035 9.2834
H 19.8435 -5.6115 13.6623
H 18.6654 -1.8954 18.3748
H 17.9180 -6.6855 11.5242
H 17.9569 3.9859 9.4938
C 15.7840 -5.9183 11.5719
C 21.8131 -3.5032 14.1169
H 11.7738 1.4498 9.7894
H 17.4069 -4.4050 14.2552
H 22.0979 -4.2418 17.6056
H 15.3800 -4.9524 11.2664
C 15.7697 4.4674 11.0743
H 18.6923 2.7187 13.6861
N 16.4150 -1.8384 12.7763
F 15.5373 -1.2618 7.4875
N 20.6978 -4.0794 14.9252
C 16.1678 -8.9810 10.6025
F 17.0990 0.2220 7.6387
H 13.9080 -4.4959 17.8808
H 10.8666 -0.5338 8.7894
H 18.9870 2.3940 7.7258
H 17.7552 4.9565 11.8918
H 13.6850 -8.5062 6.2680
H 15.6658 -7.0979 7.0909
C 13.4711 -2.0200 18.5704
H 16.4217 -3.3105 17.8031
H 17.6564 -5.1863 10.7406
H 9.2788 1.3365 14.5766
C 12.4569 -1.2785 11.6007
H 13.5171 -2.0952 14.4558
O 15.0588 2.4522 8.0293
H 15.2664 -8.8026 5.4224
C 16.6386 -1.1910 18.1388
```

Charge = +3
Spin multiplicity = 1
Max |F| = 2.43 eV/Å
Energy relative to the best compared isomer or geometry (same formula, charge and spin) = 0.0 kcal/mol

Here are the Löwdin charges for atoms 1 to 4, given in e: atom 1 (C): -0.15, atom 2 (H): 0.09, atom 3 (H): 0.12, atom 4 (C): -0.08

***

# 2
Density functional theory data (wB97M-V/def2-TZVPD) for 5 unconnected molecules or ions with the total composition C41H90N9O4 in a non-equilibrium geometry.

XYZ file:
```
144
C41H90N9O4 wB97M-V/def2-TZVPD
H 7.2789 3.5502 2.0524
C -4.4370 -4.6076 1.4465
H 5.2461 6.1635 -0.9193
C -2.6107 -4.1827 6.7349
H 8.1626 -0.3104 -5.5764
H 1.7668 1.0475 -4.5610
H 1.3987 -1.9535 -4.2762
H 8.9278 -1.8332 -3.8349
H 7.9975 5.1843 -0.4243
H 10.7348 7.3411 1.8575
H 6.3547 -3.1355 -6.8405
H 9.6398 4.6002 2.9491
H 8.5693 -3.2642 -4.8246
O -9.6528 -5.6837 5.0981
N -8.3671 -3.7055 2.7532
H 7.8873 7.0986 3.3018
H 3.5530 2.9303 -4.2824
H 7.1810 5.5257 3.1762
C 4.4454 4.2512 -2.8003
C -8.3424 -6.3699 2.7409
N 3.3209 5.1852 -2.6936
C -9.7816 -3.1229 2.7159
C 4.4670 -3.0140 -5.8823
H -13.9320 -2.7671 3.7697
C -12.1622 -3.4948 2.4382
H 4.9692 4.1367 -1.8428
C 4.0584 2.8667 -3.3131
H 2.5099 5.2763 0.1943
H 0.6396 0.1329 -1.4885
H 5.1761 4.6577 -3.5102
H 6.0497 -2.8479 -3.0666
H -2.1199 -5.1288 7.2504
C -8.4956 -6.2123 4.3609
H -7.4017 -7.0453 2.4499
H -9.7057 -0.4107 4.7888
C -0.3474 1.5875 -2.7191
H 7.2447 3.0327 0.3681
H -1.0753 1.6622 -3.5321
C 5.9547 -0.9889 -4.2259
C 9.2958 5.4900 3.4825
H -0.6950 2.2415 -1.9119
N 8.0154 6.2233 1.3942
H -4.9350 -1.0496 3.2381
H 2.8753 7.2359 -2.5578
H -12.0464 -2.5078 1.8120
H -1.0741 -3.2493 -4.2447
H -2.2228 -3.1573 7.1819
H -10.4515 0.1380 2.7346
H -2.1423 -2.4650 -5.4180
C -7.3185 -3.1452 3.4968
H -9.0612 -4.9799 1.0856
C 7.1346 3.9011 1.0265
H 9.1589 4.5505 0.7351
H -8.5734 1.0940 4.8735
H 4.8704 -0.8526 -4.3242
H 0.6532 0.1794 -5.6358
H 6.3840 -3.6515 -5.1590
C -7.6619 -0.6417 3.5779
H 10.6627 6.1997 0.4981
C -4.2797 -4.2858 6.7508
H 8.1119 -1.5825 -6.7582
H -1.0834 -0.0659 -1.5854
H 4.9197 7.8710 -1.2074
H 10.1191 6.2054 3.5344
H -4.6091 -3.7810 7.7695
N -7.5169 -1.9223 4.3618
H 4.1898 -4.0134 -6.2347
H -2.2139 -4.2067 5.6091
C 8.8563 -2.2093 -4.8572
N -9.7394 0.8754 3.0178
N -6.0199 -3.8624 3.4672
H -12.5751 -3.9018 4.6489
H -0.3954 -2.3466 -5.6184
H 4.0279 -2.2829 -6.5690
H 10.7795 7.9334 0.2054
H 3.4062 2.3379 -2.6120
H -2.2353 -1.9890 -0.2950
H -9.9946 -2.3352 3.5545
H 5.5429 -1.4277 -2.1556
C 8.1504 4.9732 0.6411
H 2.3587 -0.2578 -5.5756
C 5.9873 -2.8857 -5.8376
H -3.8820 -2.9232 4.9684
C -12.7977 -3.0204 3.9046
H 6.3382 0.0319 -4.0967
C 1.2579 -0.9497 -3.8558
C 10.3287 7.1772 0.8575
C -5.0106 -3.4093 2.4652
C -4.8374 -3.4026 5.4441
O -7.4616 -6.6646 5.1239
H 9.8644 -2.1608 -5.2832
C 4.4533 6.8815 -1.1476
N -3.5184 -1.3818 1.4652
O -5.5649 -4.3496 4.6005
H -4.5561 -5.4240 6.6743
C 8.8100 7.3221 0.8349
H -1.3708 -0.2301 -4.7022
C 8.0521 6.1098 2.8535
H 4.4094 6.8638 -3.2827
H 6.1094 4.2718 0.9236
C 1.5089 0.0665 -4.9652
H -12.8785 -4.2002 1.8379
H -10.3228 1.6423 3.4425
H 1.3859 5.4967 -1.9319
H 4.0157 -2.8821 -4.8947
C -8.1875 -4.9772 1.8995
H -2.1116 -1.1471 -3.3965
H -5.4714 -2.5361 5.9070
C -3.3167 -3.9987 0.3667
H 2.0594 -0.8611 -3.1105
H 1.6058 3.7898 -0.0428
H -4.7808 -5.7236 1.4851
H -2.8168 -4.7172 -0.4253
H 1.7352 3.8640 -2.3802
H -9.2992 -6.9399 2.3401
C 7.9032 -1.3688 -5.7018
C -4.5252 -1.8557 2.4585
N -0.0415 -0.9109 -3.1823
C -8.9675 0.2337 4.1494
H 3.7554 6.9123 -0.3088
C -1.2211 -1.0878 -4.0341
H 4.9578 2.2552 -3.4435
N 6.4641 -1.5466 -5.4802
H 8.5387 8.2592 1.3363
C 2.4404 4.3838 -0.4308
H 7.2357 -1.6204 -2.5810
C -3.0116 -2.4078 0.5131
H -7.8442 -0.8615 2.4434
H 3.3492 3.7917 -0.2961
H -10.3138 -6.4632 5.1078
C 3.7424 6.5709 -2.4614
C 2.1803 4.7397 -1.8910
H 0.6063 1.9918 -3.0636
H -6.7250 0.0703 3.7788
H 8.5010 7.4660 -0.2087
C -1.1970 -2.3619 -4.8743
H -8.3592 -2.1152 4.9773
H -12.1537 -2.0864 4.2604
H -7.1900 -4.9856 1.2886
H 9.0750 5.1863 4.5115
C 6.2180 -1.7747 -2.9454
H -9.8744 -2.6110 1.6413
C -0.1992 0.1623 -2.1948
O -10.8514 -4.1293 2.7797
```

Charge = +1
Spin multiplicity = 1
Max |F| = 9.14 eV/Å
Energy relative to the best compared isomer or geometry (same formula, charge and spin) = 173.3 kcal/mol

Here are the Löwdin charges for atoms 1 to 4, given in e: atom 1 (H): 0.06, atom 2 (C): 0.06, atom 3 (H): 0.06, atom 4 (C): -0.15

***

# 3
Density functional theory data (wB97M-V/def2-TZVPD) for 8 unconnected molecules or ions with the total composition C41H92F6N5O5P in a non-equilibrium geometry.

XYZ file:
```
150
C41H92F6N5O5P wB97M-V/def2-TZVPD
H -5.4836 -4.4785 -1.2573
H -4.0062 -3.1183 4.3149
N -5.8611 -2.5931 -0.0697
H -0.1824 0.3920 5.3669
H -1.4495 7.4354 -0.0041
H 8.2973 -3.3305 -7.7325
H -6.3896 6.3726 0.7125
C 3.1576 -0.1997 -7.4205
C -2.6435 5.8016 -0.8480
H -4.2123 -0.3918 -2.0585
C -4.9434 -2.5879 2.2807
H -5.4850 -0.6079 0.4085
H 2.3503 -0.6796 -4.5706
C -4.3411 3.9593 -0.2310
H 4.2959 0.6161 -5.0565
C 4.8687 -7.0194 -0.4323
C 5.3381 -1.4938 -7.6997
H -7.3877 -2.0144 1.4147
C -1.6205 6.3702 0.1515
F -1.1662 0.2502 0.8526
H -3.5747 -4.1018 2.9241
H -6.6856 -3.5615 -1.9503
H -2.3688 3.6520 7.3832
H -0.4816 2.0101 4.6368
H -4.9383 7.1710 -1.1564
C 3.0155 5.1180 -4.9074
H 3.5538 -3.2201 1.3537
H 6.0690 -3.0063 -6.4363
C 0.2945 2.8189 8.7599
H -5.1186 -1.5168 2.3815
H -4.9484 -4.2047 1.0690
H 1.2838 2.8599 9.2156
H 2.4605 -5.7045 -1.0944
H 4.7823 -2.2059 -8.3097
H -3.5277 3.7365 0.4594
H 3.5424 0.7240 -7.8527
H 6.7950 -3.7499 -8.6575
C -3.7375 6.1368 1.2537
H 5.5487 -6.5716 -2.4902
C 2.7252 4.5317 -3.5466
H -8.5340 7.1840 -0.4979
H 3.3635 -2.7301 -6.5238
H 0.1079 3.8728 8.5535
C 2.1639 -5.6819 2.9708
H -5.1343 5.5143 -2.0041
H -5.8817 -2.9965 2.6561
H -3.7903 -3.0717 -2.4570
H -6.5086 -0.8042 -1.0860
H -2.2670 4.8651 -1.2596
H -2.8482 -2.6146 3.0358
H -2.3904 1.3196 8.4860
H 5.5561 -5.5547 1.1322
H 1.7509 4.0433 -3.5628
H -1.7214 -0.0424 7.6467
C 3.4921 -4.1244 1.9591
H 7.1556 -1.7331 -6.4531
N 4.3146 -0.8888 -6.6980
H 5.1771 0.9399 3.6490
C 2.2747 -4.2040 2.7897
P 0.1015 0.8364 0.0092
H -4.4053 5.6851 1.9872
H 1.5136 -2.0746 -5.4530
C 3.5561 -1.8936 -5.8520
H 3.7551 0.8965 4.7582
H 1.4526 -4.8008 0.0771
H -3.0076 0.9349 6.9202
H 5.7779 -0.2642 -5.2068
F -0.0400 2.2892 0.7660
H 2.2731 -6.9745 1.1787
H -4.1414 3.6383 -1.2534
C -3.8087 -3.0862 3.2434
H -1.8339 0.9519 4.9761
F 1.4155 1.4555 -0.7384
C -4.4499 -1.2869 -1.4837
C -5.7502 -3.4321 -1.4059
H 3.6670 -7.0957 2.2782
H -5.2042 -2.4360 -3.2976
F 1.1064 0.4714 1.2469
C -7.5192 7.1812 -0.8957
H 2.5478 -5.8392 3.9788
C -1.7728 3.2465 6.5656
H 5.4997 0.9608 -6.3407
C -6.6124 6.1286 -0.3262
H -1.9517 6.6102 2.3917
H 1.1231 -0.7631 -7.1455
C 4.8352 -5.6229 0.3174
C 4.9727 0.1806 -5.7915
H 6.9582 -6.8863 -1.3290
O 3.2206 4.2768 -5.8305
C 7.3708 -2.9617 -8.1725
C -5.6439 -1.1534 -0.5218
F -0.6518 1.2514 -1.3644
C -7.3223 -2.5771 0.4835
C -2.0844 0.9746 7.4983
N -1.1013 1.8681 6.7395
H 1.1118 -5.9369 3.0981
H -2.2737 3.2685 5.5978
C -4.7876 -3.1424 0.8856
H 0.5718 0.9744 7.4448
H -7.0428 5.1282 -0.2801
C 4.6233 1.4661 4.4266
H 1.4475 -3.7642 2.2325
H 7.7602 -2.2452 -8.8958
H -0.6210 5.9798 -0.0401
C 5.5614 1.9730 5.5147
C 6.4896 -2.2739 -7.1255
C -0.8485 1.2540 5.3309
H 2.2943 -3.6030 3.6988
H 1.6234 0.7139 -6.2893
H -0.8986 3.8744 6.3937
H 3.8834 -7.2299 -0.8482
H 5.6819 -0.6589 -8.3101
N -4.0430 5.4984 -0.2014
H 5.9786 -8.0912 -1.8570
O 5.0752 2.3954 6.6058
H -5.2297 3.5908 0.2815
C 0.2836 2.0256 7.4447
H 2.9968 -0.6668 -8.3922
H -2.9454 6.4662 -1.6574
C 2.4681 -4.9912 -0.2703
H 2.7166 -3.9941 -0.6340
C 5.9074 -7.0410 -1.5741
H 5.0799 -7.7498 0.3487
H -8.0924 -2.3349 -0.2490
H -7.5186 -3.6309 0.6815
H -3.4876 -1.4427 -0.9961
H 3.5695 3.8716 -3.3476
H -7.1005 8.1823 -0.7935
C -4.7614 -2.5975 -2.3148
F 0.4948 -0.6765 -0.5610
C -5.1985 6.1142 -1.0963
H -3.8493 -2.9664 0.3595
H 4.1063 2.3176 3.9841
N 3.4575 -5.3023 0.9262
O -0.5313 2.4105 9.8064
O 3.1022 6.3530 -4.9556
H -2.1577 4.9417 1.7921
H 4.4337 -4.3010 2.4791
H -0.4650 3.1162 10.4539
H 0.9998 2.4943 6.7698
C 2.9259 -6.4194 1.8522
C 2.2715 -1.2913 -5.4693
H -3.9476 7.2046 1.1922
H 2.7194 5.2744 -2.7488
H 5.0123 -4.7835 -0.3550
H -7.6319 7.0937 -1.9764
O 6.7889 1.9722 5.3126
C -2.2176 5.9980 1.5299
C 1.9311 -0.2878 -6.5893
H 4.3296 -2.1115 -5.1156
```

Charge = +2
Spin multiplicity = 1
Max |F| = 4.89 eV/Å

Here are the Löwdin charges for atoms 1 to 4, given in e: atom 1 (H): 0.13, atom 2 (H): 0.08, atom 3 (N): -0.23, atom 4 (H): 0.11

***

Taking the records one at a time from the top gives Kohn-Sham gap values of 7.57 4.58 3.21 eV.
Taking the records one at a time from the top gives E values of -84163.175 -65553.134 -87271.991 eV.